Below is a 4-piece molecular cluster, C2H11O4 overall at a distorted geometry, with properties calculated with wB97M-V/def2-TZVPD.

Structure (XYZ):
```
17
Properties=species:S:1:pos:R:3:forces:R:3:nbo_charge:R:1
C -0.2362 -0.4464 -1.0938 -0.60 -0.71 3.19 -0.074
O -0.0511 -0.7248 0.2853 -0.33 -0.84 -0.02 -0.953
C -1.1054 -1.5361 -1.6951 0.26 1.72 -2.36 -0.620
H 0.7343 -0.3184 -1.4899 1.12 0.06 -1.38 0.143
H -0.7936 0.5024 -1.1289 0.02 0.11 -0.74 0.128
H -1.1121 -1.2912 -2.7943 -0.18 -0.52 0.49 0.167
H -2.0735 -1.2196 -1.3560 -0.82 -0.87 0.33 0.203
H -0.8541 -2.5911 -1.5962 0.13 0.26 0.55 0.199
H 2.1553 -1.8580 0.1356 0.99 0.50 -0.50 0.468
H 1.9964 -0.5050 0.2522 -1.52 2.00 0.67 0.490
O 2.6956 -1.0457 -0.0466 0.63 -2.57 -0.13 -0.973
H -1.7709 1.1711 0.9346 -1.28 1.82 0.59 0.480
H -1.0835 2.2917 1.4547 -0.90 0.29 -0.08 0.500
O -2.0481 2.1061 1.2611 2.09 -2.26 -0.57 -1.004
H 0.9070 1.5995 0.2465 0.01 0.19 0.19 0.440
H 0.2693 0.3647 0.9626 -0.01 0.03 -0.72 0.487
O 0.6129 1.3831 1.1393 0.40 0.80 0.48 -1.082
```
Forces are in eV/Å.

- Strongest force on any atom: 3.3 eV/A
- Charge: -1
- ΔE to the lowest compared entry with this formula, charge and spin: 113.22 kJ/mol
- HOMO level: -4.26 eV
- Spin multiplicity: 1



Below is a 5-piece molecular cluster, C2H11O6 overall at a distorted geometry, with properties calculated with wB97M-V/def2-TZVPD.

Structure (XYZ):
```
19
Properties=species:S:1:pos:R:3:forces:R:3:nbo_charge:R:1
O -0.0193 -0.1478 -0.0390 -0.09 -0.03 0.36 -0.869
C -0.5338 0.2086 1.0713 0.12 0.20 0.29 0.788
O -0.4174 -0.3784 2.1661 -0.17 0.09 -0.52 -0.743
C -1.3707 1.5111 1.0433 0.83 -0.93 -0.61 -0.740
H -1.0984 2.1089 0.1815 0.18 0.08 -0.18 0.209
H -2.3827 1.1481 0.8433 -0.25 0.53 0.76 0.211
H -1.1167 2.0623 1.9430 -0.86 0.01 0.24 0.223
H -2.0996 -1.1601 -1.0775 0.67 -0.58 -0.53 0.471
H -0.7223 -1.7942 -1.2878 -0.70 0.27 -0.12 0.504
O -1.6220 -1.7688 -1.6819 -0.02 0.33 0.54 -0.976
H 0.8818 0.4327 -1.9311 0.23 0.19 0.60 0.488
H -0.1758 -0.1732 -2.7547 -0.47 -0.35 -0.05 0.474
O 0.7683 -0.0258 -2.7601 0.28 0.05 -0.71 -0.967
H 1.2152 1.0532 0.0518 -0.13 0.30 -0.12 0.489
H 2.6817 1.0832 0.2221 0.14 0.36 0.03 0.457
O 1.9563 1.7015 0.0618 0.23 -0.53 -0.01 -0.985
H 0.7986 -1.7357 1.8361 0.35 -0.05 -0.23 0.503
H 1.6980 -1.8674 0.6328 -0.02 0.50 -0.98 0.464
O 1.5586 -2.2580 1.4790 -0.31 -0.45 1.24 -1.000
```
Forces are in eV/Å.

- Strongest force on any atom: 1.4 eV/A
- Charge: -1
- ΔE to the lowest compared entry with this formula, charge and spin: 20.24 kJ/mol
- HOMO level: -5.86 eV
- Spin multiplicity: 1



Below is a 3-piece molecular cluster, C2H12N2O2 overall at a distorted geometry, with properties calculated with wB97M-V/def2-TZVPD.

Structure (XYZ):
```
18
Properties=species:S:1:pos:R:3:forces:R:3:nbo_charge:R:1
C 0.6429 0.6578 -1.3472 -2.00 1.50 3.62 -0.450
N 0.9696 -0.2099 -0.2081 0.96 -2.88 -0.65 -0.655
C -0.1421 -0.8148 0.5562 -0.63 1.04 -0.30 -0.402
N -0.2576 -2.2540 0.4208 -2.99 -2.28 0.22 -1.010
H -0.4070 0.4161 -1.5251 -0.16 0.53 -1.08 0.170
H 0.6961 1.7740 -0.9954 0.11 -1.89 -1.04 0.166
H 1.2953 0.3785 -2.1031 1.05 0.15 -1.77 0.185
H 1.2031 -1.1288 -0.6572 0.91 1.24 0.38 0.352
H -1.0462 -0.3258 0.2183 -0.60 0.45 0.26 0.129
H 0.0326 -0.6386 1.6064 -0.12 0.25 0.36 0.160
H -0.7105 -2.5449 1.4132 1.11 0.23 -2.58 0.257
H -1.0470 -2.6219 -0.3799 2.44 1.67 2.61 0.289
H -3.0261 4.5859 -2.1270 1.15 -0.03 0.69 0.447
H -4.2106 5.1316 -2.7825 -0.88 1.13 -0.43 0.449
O -3.7963 4.3117 -2.5941 -0.28 -1.12 -0.26 -0.963
H 2.5622 -2.8090 3.4757 1.46 1.88 -0.13 0.461
H 3.7337 -1.4427 3.4750 -1.98 -3.30 0.04 0.474
O 3.5079 -2.4649 3.5540 0.46 1.42 0.05 -1.059
```
Forces are in eV/Å.

- <S²>: 0.751
- Strongest force on any atom: 4.4 eV/A
- Charge: -1
- ΔE to the lowest compared entry with this formula, charge and spin: 253.83 kJ/mol
- HOMO level (alpha / beta): 1.06 / -5.18 eV
- Spin multiplicity: 2



Below is a 4-piece molecular cluster, C2H12N2O3 overall at a distorted geometry, with properties calculated with wB97M-V/def2-TZVPD.

Structure (XYZ):
```
19
Properties=species:S:1:pos:R:3:forces:R:3:nbo_charge:R:1
C -0.5967 0.3621 0.6775 -0.28 0.00 0.52 -0.100
C -1.6989 1.1352 0.8244 -0.93 0.02 -0.02 -0.099
N -1.8099 2.5196 0.6359 1.04 0.52 0.39 -0.829
N 0.7165 0.6771 1.0960 -0.76 0.02 -2.46 -0.844
H -0.7962 -0.5453 0.0949 0.50 -0.58 1.23 0.175
H -2.6096 0.6589 1.2080 -0.13 -0.19 -1.19 0.177
H -2.7362 2.9063 0.6241 -0.23 -0.30 0.29 0.376
H -1.3679 2.7557 -0.2422 0.17 0.24 0.23 0.374
H 1.3770 0.0192 0.7174 0.35 0.24 0.59 0.381
H 0.7928 1.0049 2.0314 0.25 -0.06 0.36 0.390
H -3.2512 -0.4959 -0.8623 0.30 -0.28 0.33 0.478
H -4.4286 -1.5553 -0.9148 0.36 -0.26 0.29 0.472
O -4.1259 -0.6932 -1.1900 -0.64 0.60 -0.61 -0.952
H 1.4905 -3.0187 -1.8000 -0.03 0.34 -0.25 0.467
H 0.1472 -3.0901 -1.1842 -0.46 0.01 0.15 0.464
O 0.6546 -2.5307 -1.7741 0.49 -0.34 0.13 -0.930
H 6.0517 -0.6975 0.4260 0.02 -0.26 0.14 0.464
H 5.8480 0.6958 -0.0976 -0.02 0.21 -0.10 0.467
O 6.3428 -0.1082 -0.2704 -0.01 0.06 -0.04 -0.932
```
Forces are in eV/Å.

- Strongest force on any atom: 2.6 eV/A
- Charge: 0
- ΔE to the lowest compared entry with this formula, charge and spin: 247.34 kJ/mol
- HOMO level: -6.82 eV
- Spin multiplicity: 1



Below is a 2-piece molecular cluster, C2H12N3Si overall at a distorted geometry, with properties calculated with wB97M-V/def2-TZVPD.

Structure (XYZ):
```
18
Properties=species:S:1:pos:R:3:forces:R:3:nbo_charge:R:1
C -2.0425 1.5174 -0.2205 -0.72 1.70 -2.81 -0.839
C 1.1600 0.0272 -1.0712 1.31 -2.12 1.26 -0.668
N -0.2489 -2.5741 0.2976 3.27 1.89 -4.23 -1.263
N 0.1665 -0.0492 1.8209 -0.89 -1.69 -0.08 -1.274
N 2.3539 0.5712 -0.3903 0.34 1.15 -1.55 -0.834
Si 0.1895 -0.8651 0.3430 -0.20 -0.53 -0.31 2.028
H -2.2985 2.4899 -0.7662 0.46 -1.69 0.06 0.253
H -2.8133 0.8038 -0.3150 -1.11 -0.62 -0.15 0.222
H -1.9869 1.8666 0.7278 0.39 0.56 3.28 0.213
H 0.7414 0.7418 -1.7325 -1.07 0.93 0.07 0.268
H 1.4476 -0.7577 -1.7693 -0.11 -0.61 -0.13 0.220
H -1.0617 -2.8964 0.6837 -2.44 -0.90 1.70 0.417
H -0.1075 -3.1578 -0.6455 -0.13 2.00 2.71 0.454
H 2.8523 -0.1293 0.1362 0.27 -0.13 -0.05 0.365
H 0.0134 0.9327 1.9708 0.38 0.44 -0.50 0.449
H 2.9935 0.9384 -1.1524 -0.84 -0.55 1.49 0.392
H -0.2256 -0.5315 2.6354 0.35 -0.02 -0.33 0.433
H -1.1333 1.0723 -0.5526 0.73 0.19 -0.42 0.164
```
Forces are in eV/Å.

- Strongest force on any atom: 5.7 eV/A
- Charge: +1
- ΔE to the lowest compared entry with this formula, charge and spin: 133.50 kJ/mol
- HOMO level: -13.74 eV
- Spin multiplicity: 1



Below is a 2-piece molecular cluster, C2H12N4 overall at a distorted geometry, with properties calculated with wB97M-V/def2-TZVPD.

Structure (XYZ):
```
18
Properties=species:S:1:pos:R:3:forces:R:3:nbo_charge:R:1
N 3.1085 2.0788 0.7987 0.10 1.41 -5.59 -0.827
C 2.9898 0.9347 -0.1284 -0.14 -2.07 0.57 -0.062
N 1.7051 0.1542 -0.0277 1.25 2.96 0.99 -0.878
H 2.4040 2.7215 0.4221 0.47 0.33 0.18 0.341
H 2.7883 1.9663 1.6812 -0.98 -1.53 3.42 0.355
H 3.1710 1.1131 -1.2667 -0.36 0.56 2.31 0.186
H 3.7683 0.2362 0.1709 0.44 0.05 -0.14 0.162
H 1.4152 -0.0529 -0.9158 -1.16 -0.99 -2.24 0.354
H 1.6391 -0.6117 0.5932 0.34 -0.70 0.49 0.369
N -1.4154 -1.3584 -0.7651 -0.97 0.59 0.67 -0.864
C -2.3361 -0.8854 0.3648 2.46 -0.99 0.49 -0.062
N -3.7271 -0.7245 0.2272 -0.69 1.63 0.01 -0.860
H -1.9305 -2.0158 -1.3300 -0.10 -0.30 -0.13 0.343
H -1.1504 -0.6210 -1.3684 0.18 1.02 -0.81 0.341
H -2.0892 -1.8485 0.9502 -0.89 2.07 0.58 0.176
H -1.9526 0.1458 0.7614 -0.18 -2.38 -0.37 0.194
H -4.2799 -1.4325 -0.1745 -0.36 -1.00 -0.44 0.364
H -4.1081 0.2000 0.0069 0.60 -0.63 0.01 0.369
```
Forces are in eV/Å.

- Strongest force on any atom: 5.8 eV/A
- Charge: 0
- ΔE to the lowest compared entry with this formula, charge and spin: 136.38 kJ/mol
- HOMO level: -9.08 eV
- Spin multiplicity: 1



What is the formula in the third record?
C2H12N2O2